Entry 1:
The following is a quantum chemistry calculation of a molecular structure, C12H13Cl2MnN2O3S6, from the Open Molecules 2025 dataset.

As for the LUMO energy (alpha / beta): -1.453 / 0.019 eV. Its spin multiplicity is 5. Its net charge is 0. Its HOMO-LUMO gap (alpha / beta) is 0.2003 / 0.2596 hartree.

Structure (XYZ):
```
39
Properties=species:S:1:pos:R:3:forces:R:3
Mn -0.0108 0.0861 0.0741 0.186 0.264 0.029
S 5.3657 4.8870 -0.3645 -0.013 -0.006 0.061
C 4.1539 3.7858 -0.3270 0.033 0.006 -0.156
S 2.4866 4.1884 -0.5764 -0.023 0.020 0.045
C 1.8474 2.5719 -0.4409 -0.081 -0.035 -0.018
C 2.7373 1.5993 -0.2101 -0.038 -0.049 -0.019
S 2.2748 -0.0864 -0.1346 -0.005 0.072 -0.034
S 4.4041 2.0901 -0.0719 0.017 -0.018 0.050
S 0.1360 2.2632 -0.6629 0.060 -0.039 -0.038
N -6.2189 0.1623 0.0335 -0.043 0.021 -0.005
C -4.8633 0.1723 -0.0242 -0.014 -0.022 -0.006
C -4.1591 -0.7771 -0.7776 0.035 0.028 0.010
C -2.7888 -0.7195 -0.8119 0.035 0.031 -0.034
N -2.0763 0.2128 -0.1680 -0.027 0.009 0.009
C -2.7454 1.1245 0.5544 -0.020 -0.033 -0.035
C -4.1137 1.1441 0.6498 0.062 0.007 -0.005
H -6.7370 -0.6059 -0.3507 0.008 -0.005 0.003
H -6.7011 0.7695 0.6706 0.012 -0.009 -0.003
H -4.6800 -1.5505 -1.3246 -0.015 -0.017 -0.008
H -2.2192 -1.4492 -1.3722 -0.010 -0.019 0.008
H -2.1357 1.8505 1.0760 -0.017 0.014 0.009
H -4.5964 1.9035 1.2487 -0.021 0.012 0.012
Cl -0.0772 1.1004 4.9344 -0.008 -0.013 -0.035
C -0.5481 -0.4844 4.3194 -0.050 0.037 0.121
Cl 0.6958 -1.7084 4.6943 0.015 0.003 -0.010
C -0.7982 -0.5252 2.8019 -0.123 0.165 0.046
O -1.5462 -1.4235 2.4134 0.023 -0.150 0.024
O -0.2158 0.3544 2.0995 0.096 -0.242 0.159
H -1.4509 -0.7868 4.8388 0.048 -0.023 -0.022
C 1.6290 -3.8699 -0.1443 0.022 -0.036 -0.059
S 0.5119 -2.9595 0.8988 0.131 0.299 0.354
C -0.8059 -4.1367 1.0358 -0.085 -0.096 -0.059
O -0.0455 -1.9003 -0.0462 -0.181 -0.150 -0.415
H 2.0069 -4.7246 0.4146 0.012 -0.025 0.001
H 2.4464 -3.1931 -0.3867 0.010 0.001 0.002
H 1.1126 -4.1817 -1.0505 -0.008 -0.014 -0.004
H -0.4178 -5.0361 1.5108 0.026 -0.029 0.012
H -1.1851 -4.3499 0.0375 -0.015 -0.040 -0.010
H -1.5652 -3.6764 1.6608 -0.033 0.080 0.019
```
Positions in Å, forces in eV/Å.



Entry 2:
The following is a quantum chemistry calculation of a molecular structure, C12H13Cl9CuF15MgNaO15S5 in a non-equilibrium geometry, from the Open Molecules 2025 dataset.

As for the LUMO energy (alpha / beta): -3.947 / -9.861 eV. Its spin multiplicity is 3. Its net charge is +1. Its HOMO-LUMO gap (alpha / beta) is 0.3146 / 0.0972 hartree.

Structure (XYZ):
```
72
Properties=species:S:1:pos:R:3:forces:R:3
Na 4.4043 -24.1809 -5.8486 -0.328 0.602 0.788
Cu 3.2804 -23.6355 -0.5353 1.441 -1.249 -2.817
Mg 5.2230 -27.7162 -2.4757 -0.910 0.047 1.333
C 2.6173 -27.8879 0.9850 1.418 1.772 0.711
F 2.1624 -27.5285 2.2107 0.321 -0.397 -1.436
F 2.9184 -29.1584 0.9607 0.053 -0.640 0.131
F 1.7320 -27.6231 0.0435 -0.452 0.056 0.034
S 4.2238 -26.8506 0.5806 0.314 -0.510 0.432
O 4.7239 -27.4386 -0.6859 -1.039 0.031 1.755
O 3.6885 -25.4877 0.4067 -0.540 0.685 0.216
O 5.1624 -27.0078 1.6524 -0.858 0.096 -0.417
C 0.8767 -26.5908 -3.4715 0.629 2.087 0.218
F 0.0854 -25.5600 -3.9750 1.492 -2.163 0.721
F 0.4227 -26.9270 -2.2579 -0.127 -0.219 -0.906
F 0.8777 -27.6268 -4.3160 -0.240 0.807 0.767
S 2.6987 -25.8989 -3.2470 -2.291 0.768 0.382
O 2.7257 -25.0542 -2.0567 -0.564 -0.446 -0.736
O 3.5152 -27.0795 -3.0645 -0.543 -0.407 -0.456
O 2.8696 -25.2556 -4.5099 0.420 0.323 -0.700
C 7.8411 -23.7302 -2.2740 -1.632 -0.425 1.402
F 7.7005 -22.4553 -2.6027 -0.078 -1.029 0.414
F 8.6779 -24.3222 -3.0740 0.506 -0.268 -0.232
F 8.1910 -23.8803 -0.9780 -0.027 0.350 -1.297
S 6.0965 -24.6572 -2.4502 -2.525 2.620 -1.230
O 5.7012 -24.2808 -3.8649 0.911 -1.005 3.101
O 6.1924 -26.1292 -2.3042 1.744 2.167 -0.125
O 5.2344 -24.0686 -1.3487 2.272 -0.927 -2.046
C 7.7379 -27.6450 -6.1156 1.762 -0.845 0.549
F 8.2753 -28.7645 -5.4847 -1.311 1.965 -1.195
F 8.3530 -26.5520 -5.5980 -1.237 -1.410 -0.861
F 7.9517 -27.7396 -7.4452 -0.569 0.268 1.935
S 5.8537 -27.5979 -5.7418 1.899 2.185 0.209
O 5.3060 -28.7584 -6.4613 -0.565 0.415 -0.030
O 5.7443 -27.7949 -4.2954 0.595 -0.190 -3.087
O 5.4325 -26.2775 -6.2868 0.250 -2.891 0.947
C 2.3361 -19.9343 -3.2694 1.472 -1.945 1.951
F 2.6406 -19.0666 -4.1503 1.087 1.532 -1.496
F 2.3552 -19.3861 -2.0501 -0.121 0.120 0.038
F 1.1639 -20.3890 -3.5385 -2.369 -0.891 -0.171
S 3.5803 -21.3868 -3.2225 2.161 0.866 -2.486
O 3.3114 -22.1499 -1.9971 -1.108 -1.065 2.233
O 3.3647 -22.1718 -4.4623 -0.020 0.879 1.634
O 4.8515 -20.6779 -3.1268 -1.292 -0.824 -0.149
Cl -1.2129 -31.3959 -0.9078 0.232 0.231 -0.298
C -1.6873 -30.0594 -1.9866 -0.205 0.765 -0.115
C -1.9847 -28.7568 -1.2641 -0.482 0.565 0.189
Cl -3.5043 -28.9455 -0.3117 0.311 0.280 -0.302
H -2.5948 -30.3512 -2.5151 -0.051 -0.148 0.279
H -0.9765 -29.8648 -2.7898 0.550 -0.291 0.305
H -2.0728 -27.9528 -1.9949 -0.800 -0.237 -0.410
H -1.2883 -28.2455 -0.5994 0.525 -1.114 0.291
Cl 0.2414 -23.2402 -2.0958 0.576 0.123 0.943
C -1.2385 -22.9591 -3.0107 -0.356 0.549 -0.571
C -2.1175 -21.8090 -2.4536 0.550 -0.415 -0.701
Cl -2.6674 -22.1630 -0.8167 -0.047 0.026 0.281
H -1.6895 -23.9480 -3.0920 -0.503 0.366 0.153
H -0.8078 -22.7196 -3.9829 -0.591 0.270 -0.100
H -3.0027 -21.6003 -3.0544 0.019 -0.583 -0.181
H -1.5758 -20.8636 -2.4817 0.295 -0.192 0.373
Cl 1.9754 -30.4822 -4.9832 -0.240 -0.341 -0.008
C 2.4703 -31.6923 -3.7481 0.319 1.020 0.143
C 2.7425 -30.9240 -2.4305 -0.710 -1.594 -0.382
Cl 4.1294 -29.8715 -2.6967 0.976 -0.356 -0.312
H 3.3806 -32.1302 -4.1575 -0.066 -0.108 0.332
H 1.7033 -32.4598 -3.6441 -0.048 0.264 0.131
H 3.0827 -31.6278 -1.6709 -0.265 0.110 0.093
H 1.8876 -30.3377 -2.0934 0.167 -0.032 -0.057
C -3.0743 -24.9398 -6.2322 -1.586 0.460 0.041
Cl -2.5929 -26.2130 -5.1339 0.333 -0.122 -0.203
Cl -1.8944 -23.6524 -6.4603 -0.008 -0.381 0.035
Cl -4.6316 -24.2640 -5.5963 0.514 0.082 -0.151
H -3.3863 -25.3416 -7.1962 0.590 -0.092 0.174
```
Positions in Å, forces in eV/Å.



Entry 3:
The following is a quantum chemistry calculation of a molecular structure, C12H13ClHgO in a non-equilibrium geometry, from the Open Molecules 2025 dataset.

As for the LUMO energy: 6.025 eV. Its net charge is -2. Its HOMO-LUMO gap is 0.1802 hartree.

Structure (XYZ):
```
28
Properties=species:S:1:pos:R:3:forces:R:3
C -0.0547 1.1805 2.3106 0.079 -0.262 0.469
C 1.1017 1.7383 1.7055 0.416 -0.250 0.273
C 2.0214 0.6893 1.4570 -0.174 -0.027 0.398
H 1.2558 2.7882 1.4706 -0.098 -0.180 -0.008
C 1.4353 -0.5285 1.8704 0.063 0.321 0.779
C 0.1354 -0.2525 2.3791 1.185 0.612 1.138
H -0.4880 -0.9452 2.9489 0.039 0.175 -0.464
H -0.9020 1.7337 2.7376 0.365 -0.290 -0.426
H 3.0162 0.8001 1.0296 -0.333 -0.031 -0.092
H 1.9207 -1.5019 1.8705 -0.225 0.145 -0.243
Hg -0.7810 0.3055 0.1299 0.033 -1.381 -0.674
Cl -2.4763 1.9824 -0.1762 -1.580 1.540 -0.207
C -0.2791 0.0116 -2.4174 0.715 0.152 -0.634
C 0.7067 -0.9667 -2.1001 0.410 0.145 -0.799
C 1.9011 -0.2941 -1.7613 -0.091 -0.201 -0.391
H 0.6015 -2.0441 -2.2484 -0.074 0.346 0.394
C 1.6743 1.0960 -1.8694 0.156 0.062 -0.240
C 0.3471 1.2980 -2.2933 -0.214 -0.061 -0.184
H -0.1238 2.2589 -2.5340 0.154 -0.439 0.319
H -1.2425 -0.1819 -2.8984 0.225 0.091 0.416
H 2.8380 -0.7788 -1.4807 -0.289 0.172 0.094
H 2.3900 1.8891 -1.6410 -0.211 -0.255 0.017
C -2.9489 -1.5496 0.2759 -0.909 -1.156 0.165
C -1.5428 -1.9001 0.1856 2.293 6.044 -0.389
O -0.6777 -2.7016 0.1629 -0.623 -3.632 0.220
H -3.1823 -0.9005 -0.5739 -0.071 -0.565 -0.249
H -3.0648 -0.8037 1.0704 0.033 -0.576 0.259
H -3.5815 -2.4227 0.3896 -1.274 -0.497 0.060
```
Positions in Å, forces in eV/Å.